Record 1
The following is a quantum chemistry calculation of a structure of composition C4H4N4 at a distorted geometry, from the Open Molecules 2025 dataset.

The geometry in XYZ format:
```
12
Properties=species:S:1:pos:R:3
C -2.824 0.281 -0.137
C -1.839 -0.608 0.088
C -0.394 -0.281 0.039
C -0.006 1.149 0.059
H -3.830 0.198 0.037
H -2.316 1.418 -0.690
H -2.208 -1.765 0.757
H -0.513 2.134 -0.137
N 1.263 1.295 0.172
N 2.123 0.259 -0.029
N 1.787 -1.018 -0.176
N 0.433 -1.283 -0.005
```

The spin multiplicity is 1. The HOMO energy is -9.886 eV. The value obtained for the energy relative to the best compared isomer or geometry (same formula, charge and spin) is 6.012 eV.

---

Record 2
The following is a quantum chemistry calculation of an isolated molecule of C4H4N4 at a distorted geometry, from the Open Molecules 2025 dataset.

The geometry in XYZ format:
```
12
Properties=species:S:1:pos:R:3
C 1.158 0.246 -0.007
C 0.421 1.392 -0.632
C -1.484 0.399 0.511
C -1.344 -0.910 0.287
H 1.967 -1.099 1.229
H 0.872 2.271 -1.048
H -2.346 0.692 1.208
H -2.089 -1.476 0.780
N 1.775 -0.017 1.063
N -0.841 1.525 -0.160
N -0.405 -1.522 -0.556
N 0.769 -1.008 -0.792
```

The spin multiplicity is 1. As for the SMILES: [H]/N=c1/cnccnn1. The HOMO energy is -9.375 eV. The value obtained for the energy relative to the best compared isomer or geometry (same formula, charge and spin) is 4.107 eV.

---

Record 3
The following is a quantum chemistry calculation of a structure of composition C4H4N4O at a distorted geometry, from the Open Molecules 2025 dataset.

The geometry in XYZ format:
```
13
Properties=species:S:1:pos:R:3
C 2.062 -0.558 -0.201
C 0.440 -0.571 0.171
C -1.301 1.364 -0.436
C -1.629 -0.973 0.100
H 2.591 0.021 0.912
H 2.140 0.388 -0.825
H 2.579 -1.557 -0.453
H -1.790 2.301 -0.764
N 0.161 0.465 1.204
N -0.479 1.441 0.762
N -1.858 0.283 -0.973
N -0.379 -1.362 -0.387
O -2.538 -1.244 0.892
```

The spin multiplicity is 1. The HOMO energy is -9.440 eV. The value obtained for the energy relative to the best compared isomer or geometry (same formula, charge and spin) is 5.641 eV.

---

Record 4
The following is a quantum chemistry calculation of an isolated molecule of C4H4N4O at a distorted geometry, from the Open Molecules 2025 dataset.

The geometry in XYZ format:
```
13
Properties=species:S:1:pos:R:3
C 0.305 0.905 -0.086
C 0.806 -0.347 0.764
C 0.385 -1.689 0.628
C -0.612 -0.536 -1.826
H 0.154 0.971 2.140
H 1.654 -0.264 1.610
H 0.675 -2.608 1.012
H -0.662 -0.875 -3.002
N 0.418 1.980 0.478
N -1.074 -1.600 0.133
N -1.458 -1.145 -0.956
N 0.114 0.539 -1.566
O 0.859 1.796 1.842
```

The spin multiplicity is 1. As for the SMILES: O/N=c1\ccnncn1. The HOMO energy is -9.343 eV. The value obtained for the energy relative to the best compared isomer or geometry (same formula, charge and spin) is 7.720 eV.

---

Record 5
The following is a quantum chemistry calculation of a structure of composition C4H4N4PS2 at a distorted geometry, from the Open Molecules 2025 dataset.

The geometry in XYZ format:
```
15
Properties=species:S:1:pos:R:3
C -1.981 0.979 2.053
C -2.574 -1.558 1.182
C -1.215 0.398 1.017
C -1.490 -0.860 0.580
N -2.579 1.458 2.903
N -3.430 -2.157 1.643
N 1.339 0.878 -2.284
N 2.631 -0.061 -0.252
P 1.119 0.206 -0.815
S 0.068 1.490 0.432
S -0.675 -1.787 -0.628
H 2.137 0.617 -2.853
H 0.534 1.169 -2.826
H 2.745 -0.373 0.706
H 3.370 -0.399 -0.858
```

The spin multiplicity is 1. The HOMO energy is -13.295 eV. The value obtained for the energy relative to the best compared isomer or geometry (same formula, charge and spin) is 0.046 eV. The net charge is +1.

---

Record 6
The following is a quantum chemistry calculation of the ion C4H4NO with charge +1 at a distorted geometry, from the Open Molecules 2025 dataset.

The geometry in XYZ format:
```
10
Properties=species:S:1:pos:R:3
C -0.749 0.007 -0.997
C -1.107 1.163 -0.320
C 0.289 0.099 0.983
C 1.298 -0.882 0.668
N 0.075 -0.730 -0.137
O -0.390 1.188 0.860
H -1.012 -0.478 -1.959
H -1.804 1.947 -0.689
H 2.207 -0.527 0.325
H 1.194 -1.788 1.267
```

The spin multiplicity is 1. As for the SMILES: c1c[n+]2c(o1)C2. The HOMO energy is -15.430 eV. The value obtained for the energy relative to the best compared isomer or geometry (same formula, charge and spin) is 2.039 eV. The net charge is +1.

---

| no. | energy (eV) | LUMO level (eV) |
| --- | --- | --- |
| 1 | -10166.826 | -0.78 |
| 2 | -10168.731 | -0.60 |
| 3 | -12214.869 | -1.35 |
| 4 | -12212.790 | -0.70 |
| 5 | -41124.136 | -6.46 |
| 6 | -7738.404 | -5.47 |